Entry 1:
C33H61As3Sb2Ti | ωB97M-V/def2-TZVPD

Geometry as XYZ:
```
100
Properties=species:S:1:pos:R:3:forces:R:3
Ti -0.1635 0.1053 0.1370 -0.111 0.088 0.073
C -0.6338 0.4432 4.5046 -0.013 -0.064 0.024
C -0.2796 1.6983 3.7051 0.007 0.003 -0.043
C -1.4449 2.6755 3.6317 -0.009 -0.017 -0.059
C 0.3736 1.3958 2.3698 0.147 -0.122 0.002
C 1.1997 0.2606 2.2431 -0.194 0.077 -0.014
C 2.0985 0.1222 1.1857 0.034 -0.059 -0.209
C 2.1622 1.0615 0.1443 -0.061 0.056 0.018
C 3.2054 0.9587 -0.9281 0.009 0.039 -0.013
C 1.2244 2.1083 0.1808 0.019 -0.083 -0.015
C 0.3583 2.2791 1.2718 -0.069 -0.091 0.091
H -1.2188 0.7227 5.3788 0.013 0.000 0.010
H 0.2439 -0.0849 4.8764 0.003 0.000 -0.012
H -1.2342 -0.2592 3.9190 0.000 0.032 0.004
H 0.5374 2.2030 4.2400 -0.042 0.008 0.040
H -2.2582 2.2718 3.0290 -0.013 0.000 0.010
H -1.1546 3.6459 3.2280 -0.006 -0.003 -0.009
H -1.8343 2.8571 4.6314 0.024 0.008 0.013
H 1.1966 -0.4873 3.0244 0.023 0.009 0.007
H 2.7917 -0.7075 1.1941 0.011 0.031 -0.014
H 3.3211 1.9051 -1.4544 -0.013 -0.011 -0.021
H 2.9601 0.1848 -1.6548 0.026 -0.024 0.015
H 4.1676 0.6977 -0.4872 0.005 0.019 0.007
H 1.1950 2.8257 -0.6303 0.053 0.045 0.027
H -0.2878 3.1463 1.2887 0.022 0.030 0.045
C -3.3208 -2.0591 -0.4438 0.015 -0.039 0.030
As -2.2298 -1.3882 1.0216 0.087 0.085 0.106
C -3.5565 -0.4579 2.0967 -0.051 -0.049 -0.059
C -1.8454 -2.8902 2.2140 0.002 0.001 0.022
C -1.0026 -4.0791 1.7476 -0.068 0.029 0.023
C -1.7010 -4.8618 0.6372 0.062 -0.044 -0.044
C 0.4110 -3.6528 1.3183 0.066 -0.004 -0.010
As 0.7547 -2.4760 -0.2202 -0.128 0.039 -0.013
C 2.6692 -2.7989 -0.3711 -0.010 -0.033 -0.041
C 0.1621 -3.4365 -1.8119 -0.035 -0.047 0.057
C -0.7876 -5.0106 2.9663 0.006 0.058 -0.041
As -2.1984 -5.7088 4.2157 0.043 0.007 -0.031
C -3.8443 -5.8367 3.1509 -0.031 -0.011 -0.007
C -2.6257 -4.0519 5.1893 -0.025 0.034 0.006
H -4.0020 -2.8185 -0.0620 0.001 -0.001 0.017
H -2.7045 -2.4964 -1.2253 -0.033 0.015 0.004
H -3.8981 -1.2367 -0.8622 0.036 -0.018 0.030
H -4.1608 -1.1983 2.6201 0.001 -0.009 0.001
H -4.2125 0.1237 1.4508 0.024 0.033 -0.006
H -3.0816 0.1942 2.8253 -0.026 -0.009 -0.010
H -2.8262 -3.2520 2.5272 0.008 0.026 -0.062
H -1.3930 -2.4344 3.1011 0.009 0.018 -0.037
H -1.8181 -4.2933 -0.2845 0.019 0.051 0.000
H -2.6902 -5.1775 0.9531 -0.077 -0.028 0.042
H -1.1370 -5.7653 0.3979 0.017 0.017 -0.009
H 0.9993 -4.5494 1.1033 0.008 0.009 -0.030
H 0.9132 -3.1524 2.1538 0.001 0.015 -0.012
H 2.7969 -3.8206 -0.7284 -0.010 0.002 -0.016
H 3.1531 -2.7238 0.6012 -0.008 0.025 -0.003
H 3.1407 -2.1187 -1.0780 -0.001 0.016 0.025
H 0.2019 -4.5053 -1.6081 0.020 -0.004 0.018
H 0.8412 -3.2202 -2.6358 -0.035 0.053 0.046
H -0.8528 -3.1711 -2.0972 0.031 -0.012 -0.001
H -0.0924 -4.5268 3.6625 -0.026 -0.018 0.026
H -0.2670 -5.9022 2.6083 -0.027 -0.034 0.016
H -3.7633 -6.6382 2.4184 0.018 -0.006 -0.007
H -4.1652 -4.9177 2.6573 0.035 0.017 0.014
H -4.6268 -6.1232 3.8542 0.013 0.002 0.010
H -1.6981 -3.5669 5.4967 -0.004 0.012 0.014
H -3.1606 -4.3323 6.0953 -0.009 -0.009 -0.004
H -3.2471 -3.3471 4.6342 0.020 -0.035 0.025
C 1.6289 -0.6177 -3.7917 0.092 -0.077 -0.032
Sb -0.0092 0.2461 -2.7449 0.126 -0.107 0.056
C -1.6374 -0.6949 -3.7216 -0.070 -0.001 -0.121
C 0.0502 2.1889 -3.6706 0.112 0.055 -0.071
C -1.2815 2.6645 -4.1523 -0.147 0.019 0.038
C -1.6328 2.4566 -5.4851 -0.028 0.032 0.015
C -2.8488 2.8983 -5.9810 0.019 -0.020 -0.035
C -3.7288 3.5678 -5.1448 -0.043 0.020 0.004
C -3.3883 3.7843 -3.8195 0.012 -0.008 -0.039
C -2.1756 3.3317 -3.3029 0.019 -0.059 -0.085
C -1.8647 3.5861 -1.8597 0.019 0.195 -0.030
Sb -2.4505 1.9697 -0.5640 0.047 -0.142 0.069
C -4.2156 1.3211 -1.5512 -0.075 0.018 -0.078
C -3.4549 3.1647 0.8817 -0.057 0.036 -0.005
H 2.4370 0.1097 -3.8501 -0.008 0.001 0.004
H 1.2928 -0.8355 -4.8055 -0.040 -0.008 0.017
H 2.0015 -1.5357 -3.3400 -0.019 0.078 0.005
H -1.7116 -0.2813 -4.7271 0.008 0.031 0.017
H -2.5752 -0.5189 -3.2021 0.035 -0.012 0.019
H -1.4562 -1.7659 -3.7925 0.045 0.016 0.020
H 0.7307 2.0488 -4.5117 -0.006 -0.036 0.009
H 0.5313 2.8891 -2.9879 -0.006 -0.041 0.032
H -0.9312 1.9720 -6.1552 0.014 -0.003 0.016
H -3.0969 2.7415 -7.0219 -0.001 0.002 0.005
H -4.6695 3.9390 -5.5284 0.005 0.001 0.001
H -4.0659 4.3434 -3.1837 0.009 -0.004 0.015
H -2.4585 4.4262 -1.4962 0.001 -0.021 0.029
H -0.8200 3.8410 -1.6783 -0.001 -0.062 -0.005
H -4.7497 2.2221 -1.8517 0.029 0.013 0.020
H -4.8472 0.7624 -0.8622 0.025 -0.002 0.009
H -4.0222 0.7339 -2.4445 0.023 0.004 0.027
H -4.2052 3.7183 0.3163 0.010 -0.008 -0.014
H -2.7838 3.8756 1.3568 0.019 -0.024 0.010
H -3.9602 2.5673 1.6361 0.034 -0.012 0.008
```
Positions in Å, forces in eV/Å.

Its molar mass is 974.00 g/mol. Its spin multiplicity is 2. As for the HOMO-LUMO gap (alpha / beta): 4.936 / 5.128 eV. The energy relative to the best compared isomer or geometry (same formula, charge and spin) is 11.0 kJ/mol. Its total energy is -253892.0107 eV. Its net charge is +3. Its lowest unoccupied orbital energy (alpha / beta) is -9.80 / -9.61 eV. Its expectation value of S² is 0.762. For the HOMO energy (alpha / beta), the calculation gives -0.5417 / -0.5416 hartree.

Atomic partial charges in e from the Mulliken method, atoms 1 to 6:
1. Ti 0.99
2. C -1.59
3. C 0.71
4. C -1.49
5. C 1.88
6. C -0.88



Entry 2:
C2H8NS | ωB97M-V/def2-TZVPD

Geometry as XYZ:
```
12
Properties=species:S:1:pos:R:3:forces:R:3
S 0.2963 -3.7060 0.1912 -0.006 -0.195 0.046
H 0.0077 -4.0010 -1.0867 -0.012 -0.020 -0.041
C 0.4060 1.7597 0.1838 -0.057 1.209 -0.250
C -0.2966 0.4812 0.5653 1.030 -0.125 -0.335
N -0.7406 -0.2871 -0.6014 -0.494 -0.447 0.347
H 1.3918 1.6361 -0.2850 -0.183 -0.389 -0.237
H 0.6712 2.3976 1.0373 -0.201 -0.012 0.235
H -0.2041 2.3961 -0.4806 0.128 -0.129 0.030
H -1.1428 0.7056 1.2126 -0.096 -0.072 0.144
H 0.4691 -0.0686 1.1357 -0.454 -0.227 0.113
H -0.5923 -1.2875 -0.4192 0.040 0.335 -0.277
H -0.2658 -0.0261 -1.4530 0.307 0.070 0.225
```
Positions in Å, forces in eV/Å.

Its molar mass is 78.16 g/mol. Its spin multiplicity is 2. As for the HOMO-LUMO gap (alpha / beta): 2.782 / 7.266 eV. The energy relative to the best compared isomer or geometry (same formula, charge and spin) is 0.0 kJ/mol. Its total energy is -14525.9168 eV. Its net charge is -2. Its lowest unoccupied orbital energy (alpha / beta) is 6.86 / 6.84 eV. Its expectation value of S² is 0.751. For the HOMO energy (alpha / beta), the calculation gives 0.1497 / -0.0156 hartree.

Atomic partial charges in e from the natural (NBO) method, atoms 1 to 6:
1. S -1.06
2. H 0.08
3. C -1.36
4. C -0.25
5. N -0.90
6. H 0.17



Entry 3:
C32H28INO8PPtS2 | ωB97M-V/def2-TZVPD

Geometry as XYZ:
```
74
Properties=species:S:1:pos:R:3:forces:R:3
Pt 0.5205 0.0234 -1.8628 0.264 -0.775 0.532
I 0.3131 0.8181 -4.2973 -0.006 0.165 -0.115
C 1.6936 1.5786 -1.5292 -0.009 0.136 0.027
C 3.0515 1.4661 -1.5972 -0.041 -0.005 0.033
C 3.8573 2.6253 -1.4894 0.015 0.003 -0.006
C 3.2978 3.8618 -1.3454 0.015 0.004 0.002
C 1.8900 4.0038 -1.2548 -0.006 0.006 0.002
C 1.2536 5.2528 -1.0727 0.031 -0.017 0.009
C -0.1022 5.3247 -0.9120 -0.032 -0.015 -0.007
C -0.8855 4.1519 -0.9054 0.015 0.046 -0.018
C -0.3160 2.9245 -1.1417 0.003 0.055 -0.065
P -1.2232 1.2869 -0.9516 -0.002 0.144 -0.299
C -2.5084 1.2422 -2.2402 -0.081 -0.062 0.027
C -2.9419 0.0096 -2.7267 -0.051 -0.015 0.012
C -3.9004 -0.0436 -3.7271 -0.009 0.019 0.006
C -4.4387 1.1235 -4.2478 0.012 -0.003 -0.002
C -4.0052 2.3511 -3.7701 0.007 -0.001 -0.021
C -3.0396 2.4103 -2.7768 0.005 0.010 0.008
C -2.0801 1.8811 0.5781 0.120 -0.174 0.066
C -3.4481 1.6771 0.7220 0.001 -0.053 -0.018
C -4.1069 2.1222 1.8587 -0.015 0.008 -0.019
C -3.3982 2.7468 2.8742 0.001 0.022 0.007
C -2.0296 2.9339 2.7444 -0.001 -0.005 0.027
C -1.3761 2.5118 1.5980 0.012 -0.108 0.020
C 1.0845 2.8431 -1.3233 0.011 -0.060 -0.004
H 3.5096 0.4958 -1.7489 0.007 -0.014 0.004
H 4.9344 2.5224 -1.5431 -0.003 -0.002 0.002
H 3.9196 4.7478 -1.2864 -0.003 0.000 -0.003
H 1.8604 6.1508 -1.0373 0.001 -0.002 0.001
H -0.5817 6.2825 -0.7506 0.002 -0.001 0.000
H -1.9360 4.2348 -0.6554 -0.005 0.004 -0.037
H -2.5142 -0.9031 -2.3388 -0.011 0.001 -0.007
H -4.2188 -1.0066 -4.1056 0.006 0.000 0.004
H -5.1851 1.0773 -5.0314 -0.003 0.003 0.001
H -4.4071 3.2698 -4.1788 -0.001 -0.001 -0.003
H -2.6905 3.3755 -2.4435 0.003 0.006 0.011
H -4.0001 1.1650 -0.0562 0.000 -0.011 0.012
H -5.1747 1.9686 1.9549 0.008 -0.001 -0.006
H -3.9105 3.0811 3.7682 0.005 0.000 -0.005
H -1.4665 3.4053 3.5401 0.002 -0.002 -0.004
H -0.3088 2.6621 1.5032 0.029 0.009 0.016
O -0.8227 -0.6399 1.9836 -0.047 0.111 -0.068
S -0.6676 -1.1625 0.6521 -0.526 -0.116 0.246
O 0.6961 -0.7706 0.1134 0.105 0.449 -0.718
O -1.6641 -0.4427 -0.3308 0.168 0.123 0.351
O -0.8903 -2.5801 0.5085 0.091 -0.043 -0.021
C 1.0424 -3.0414 6.1568 -0.002 -0.007 -0.007
C 1.6034 -3.1106 4.7621 0.017 0.011 -0.022
C 1.6453 -1.9725 3.9640 0.011 -0.007 0.047
C 2.1351 -2.0266 2.6690 0.021 0.020 -0.010
C 2.5786 -3.2401 2.1676 -0.053 0.025 -0.028
C 2.5411 -4.3909 2.9399 0.037 -0.021 -0.005
C 2.0620 -4.3176 4.2364 -0.009 0.007 -0.002
S 3.1475 -3.3162 0.4970 -0.141 -0.170 0.126
O 3.5179 -1.9794 0.1324 0.022 -0.015 -0.194
O 4.1311 -4.3605 0.3514 0.068 -0.033 -0.019
N 1.7946 -3.8909 -0.2220 -0.093 0.089 -0.160
C 1.8704 -4.5108 -1.5547 0.105 0.018 0.218
C 0.7893 -3.9797 -2.4879 -0.105 -0.040 -0.049
C 0.7397 -2.4722 -2.5307 -0.020 -0.122 0.085
O -0.3843 -1.9115 -2.3540 0.026 0.060 -0.138
O 1.7904 -1.7992 -2.6427 -0.046 0.292 0.179
H 1.4065 -2.1586 6.6836 -0.003 0.002 0.003
H 1.3143 -3.9237 6.7364 0.000 0.000 0.005
H -0.0475 -2.9799 6.1292 -0.001 0.003 -0.005
H 1.2759 -1.0308 4.3519 -0.021 -0.008 -0.027
H 2.1550 -1.1492 2.0359 0.005 -0.026 0.046
H 2.8925 -5.3253 2.5218 0.000 0.002 0.002
H 2.0352 -5.2106 4.8504 0.002 -0.003 0.000
H 0.9655 -3.3229 -0.0446 -0.041 -0.001 0.074
H 1.7132 -5.5874 -1.4509 0.131 -0.020 0.013
H 2.8669 -4.3593 -1.9652 -0.025 0.083 -0.081
H -0.1926 -4.3250 -2.1611 0.018 0.011 -0.019
H 0.9677 -4.3675 -3.4934 0.013 0.013 -0.009
```
Positions in Å, forces in eV/Å.

Its molar mass is 971.66 g/mol. Its spin multiplicity is 1. As for the HOMO-LUMO gap: 7.532 eV. The energy relative to the best compared isomer or geometry (same formula, charge and spin) is 0.0 kJ/mol. Its total energy is -93820.0002 eV. Its net charge is -1. Its lowest unoccupied orbital energy is 1.84 eV. For the HOMO energy, the calculation gives -0.2093 hartree.

Atomic partial charges in e from the Mulliken method, atoms 1 to 6:
1. Pt 2.69
2. I -0.38
3. C -0.14
4. C -0.93
5. C -0.78
6. C -0.96



Among the records above, which one has the lowest net charge? C2H8NS



The highest molar mass belongs to which entry? C33H61As3Sb2Ti



Look up the molar mass of the third one. 971.66 g/mol